# 1
Density functional theory data (ωB97M-V/def2-TZVPD) for a molecular structure, C37H38BrN4O4S3W at a distorted geometry.

Geometry as ORCA input:
```
! RIJCOSX wB97M-V def2-TZVPD def2/J DEFGRID3
* xyz 3 3
W -0.33 -0.44 -0.24
C 0.23 2.19 2.65
C 0.04 1.32 3.89
S 0.44 -0.43 3.66
C -1.08 -1.29 4.12
C -1.65 -2.12 2.97
S -2.09 -1.24 1.43
C -2.97 0.26 1.99
C -2.38 1.64 1.62
S -0.64 1.73 1.11
H 1.28 2.28 2.36
H -0.14 3.20 2.84
H -0.98 1.41 4.27
H 0.70 1.71 4.66
H -1.80 -0.56 4.49
H -0.86 -1.96 4.94
H -2.58 -2.61 3.27
H -0.95 -2.89 2.64
H -3.07 0.14 3.07
H -3.96 0.18 1.56
H -2.49 2.33 2.45
H -2.91 2.05 0.77
C 8.13 -11.25 -0.22
O 7.15 -10.91 -1.21
C 6.43 -9.81 -1.04
C 5.51 -9.50 -2.05
C 4.73 -8.38 -1.95
C 4.85 -7.52 -0.84
C 5.76 -7.85 0.16
C 6.55 -8.97 0.08
C 4.01 -6.35 -0.75
N 2.93 -6.11 -1.50
C 2.46 -4.92 -1.07
C 3.24 -4.39 -0.05
N 4.23 -5.32 0.13
C 3.00 -3.11 0.50
C 3.86 -2.40 1.38
C 3.56 -1.11 1.72
C 2.38 -0.53 1.26
N 1.52 -1.17 0.48
C 1.85 -2.44 0.05
C 1.01 -3.00 -0.94
N -0.06 -2.24 -1.34
C -0.79 -2.65 -2.38
C -0.52 -3.84 -3.05
C 0.53 -4.63 -2.64
C 1.33 -4.21 -1.56
H 8.64 -12.13 -0.60
H 7.65 -11.48 0.73
H 8.85 -10.44 -0.09
H 5.45 -10.16 -2.90
H 4.02 -8.13 -2.73
H 5.85 -7.22 1.05
H 7.24 -9.22 0.87
H 5.00 -5.27 0.78
H 4.75 -2.87 1.77
H 4.22 -0.53 2.35
H 2.13 0.48 1.55
H -1.62 -2.03 -2.68
H -1.15 -4.13 -3.88
H 0.76 -5.57 -3.13
C 0.66 2.83 -2.17
C -0.22 2.13 -3.24
C 0.22 0.68 -3.22
O 0.83 0.47 -1.88
C 1.58 1.73 -1.67
H 0.04 3.21 -1.36
H 1.24 3.66 -2.57
H -0.04 2.55 -4.23
H -1.27 2.24 -3.01
H 1.01 0.48 -3.94
H -0.57 -0.05 -3.35
H 2.48 1.65 -2.28
H 1.88 1.79 -0.63
Br -7.73 -3.67 -2.16
C -6.33 -2.45 -1.91
C -6.56 -1.10 -2.12
C -5.53 -0.20 -1.93
C -4.26 -0.65 -1.56
C -4.05 -2.02 -1.35
C -5.08 -2.92 -1.52
C -3.23 0.38 -1.38
O -3.43 1.56 -1.33
O -1.91 -0.04 -1.17
H -7.54 -0.75 -2.42
H -5.69 0.86 -2.09
H -3.09 -2.39 -1.03
H -4.93 -3.98 -1.36
*
```

Properties
Kohn-Sham gap (spin up / spin down) ... 3.37 / 3.61 eV
HOMO energy (spin up / spin down) ... -13.693 / -13.690 eV
Energy above the lowest of the compared OMol25 structures with the same formula, charge and spin ... 0.0000 eV
Lowest unoccupied orbital energy (spin up / spin down) ... -10.327 / -10.080 eV

# 2
Density functional theory data (ωB97M-V/def2-TZVPD) for a molecular structure, C37H38Cl2O2P2Zn at a distorted geometry.

Geometry as ORCA input:
```
! RIJCOSX wB97M-V def2-TZVPD def2/J DEFGRID3
* xyz 0 1
Zn -0.48 1.14 -1.01
C -1.79 1.14 -2.49
C -2.05 -0.31 -2.23
C -1.43 -1.31 -3.21
C 0.00 -1.00 -3.69
C 0.91 -0.20 -2.81
C 0.81 1.14 -2.49
C 0.20 2.10 -3.45
C -1.29 1.74 -3.75
C 0.39 1.40 2.02
H -2.47 1.84 -1.98
H -3.15 -0.45 -2.33
H -2.07 -1.35 -4.10
H -1.50 -2.31 -2.76
H 0.45 -1.99 -3.91
H -0.09 -0.41 -4.63
H 1.94 -0.58 -2.75
H 1.46 1.60 -1.81
H 0.79 2.14 -4.38
H 0.17 3.06 -2.91
H -1.83 2.68 -3.96
H -1.39 1.07 -4.60
H 0.39 2.49 2.17
H 1.15 0.82 2.58
H -0.62 1.00 2.19
P -1.74 -0.73 -0.34
P 2.27 0.37 0.77
C -0.07 -1.29 0.00
C 1.24 -0.83 -0.22
C -2.74 -2.13 0.12
C -2.85 -3.33 -0.60
C -3.43 -4.45 0.02
C -3.92 -4.37 1.34
C -3.85 -3.14 2.02
C -3.27 -2.03 1.41
C -2.74 0.79 0.23
C -2.18 2.09 0.47
C -3.02 3.20 0.67
C -4.40 3.10 0.49
C -4.95 1.85 0.19
C -4.14 0.70 0.13
C 3.74 -0.62 1.22
C 3.44 -1.84 1.86
C 4.44 -2.76 2.17
C 5.78 -2.48 1.85
C 6.10 -1.25 1.25
C 5.09 -0.32 0.94
C 2.95 1.99 0.19
C 2.85 2.97 1.19
C 3.02 4.32 0.89
C 3.40 4.72 -0.39
C 3.62 3.75 -1.37
C 3.41 2.39 -1.09
H -0.09 -2.35 0.29
H 1.90 -1.51 -0.80
H -2.45 -3.44 -1.62
H -3.52 -5.40 -0.53
H -4.37 -5.25 1.84
H -4.19 -3.06 3.04
H -3.22 -1.09 1.95
H -1.07 2.31 0.55
H -2.56 4.15 0.98
H -5.03 3.99 0.58
H -6.01 1.74 0.03
H -4.60 -0.27 -0.08
H 2.40 -2.06 2.10
H 4.18 -3.71 2.64
H 6.56 -3.22 2.04
H 7.15 -1.03 1.01
H 5.35 0.63 0.47
H 2.61 2.67 2.21
H 2.86 5.07 1.66
H 3.52 5.79 -0.63
H 3.97 4.06 -2.35
H 3.58 1.65 -1.89
Cl -1.00 -4.14 3.61
C -0.43 -2.64 4.38
Cl 1.29 -2.63 4.73
C -0.74 -1.53 3.36
O -1.71 -0.80 3.61
O 0.06 -1.57 2.40
H -0.98 -2.52 5.31
*
```

Properties
Kohn-Sham gap (spin up / spin down) ... 5.33 / 5.47 eV
HOMO energy (spin up / spin down) ... -6.156 / -6.091 eV
Energy above the lowest of the compared OMol25 structures with the same formula, charge and spin ... 10.6119 eV
Lowest unoccupied orbital energy (spin up / spin down) ... -0.830 / -0.621 eV

# 3
Density functional theory data (ωB97M-V/def2-TZVPD) for a molecular structure, C37H38ClFN4O11P3RbS3 at a distorted geometry.

Geometry as ORCA input:
```
! RIJCOSX wB97M-V def2-TZVPD def2/J DEFGRID3
* xyz -2 1
Rb -1.16 -0.19 -0.17
C -0.65 -5.27 2.72
C -1.35 -3.91 2.80
S -0.65 -2.58 1.79
C 0.79 -2.02 2.72
C 2.04 -2.88 2.63
S 2.82 -3.07 0.99
C 1.70 -4.16 0.05
C 1.43 -5.49 0.76
S -0.33 -5.92 1.05
H -1.28 -6.02 3.20
H 0.30 -5.26 3.26
H -1.40 -3.57 3.83
H -2.37 -4.00 2.42
H 0.50 -1.91 3.77
H 0.98 -1.03 2.31
H 1.87 -3.88 3.03
H 2.83 -2.42 3.23
H 2.22 -4.32 -0.89
H 0.79 -3.62 -0.18
H 1.93 -5.55 1.73
H 1.80 -6.32 0.16
Cl 1.28 0.48 -1.91
C 1.13 1.24 -3.44
C 2.06 1.01 -4.44
C 1.90 1.64 -5.67
C 0.82 2.48 -5.88
C -0.11 2.70 -4.87
C 0.04 2.09 -3.63
P -1.11 2.24 -2.20
C -2.38 3.33 -2.97
C -3.43 2.68 -3.62
C -4.42 3.41 -4.25
C -4.39 4.80 -4.23
C -3.35 5.45 -3.57
C -2.35 4.72 -2.94
C -0.18 3.49 -1.21
C -0.75 3.80 0.03
C -0.12 4.65 0.92
C 1.11 5.20 0.59
C 1.70 4.90 -0.64
C 1.06 4.05 -1.53
H 2.88 0.33 -4.26
H 2.61 1.46 -6.46
H 0.69 2.96 -6.84
H -0.95 3.35 -5.05
H -3.46 1.60 -3.61
H -5.23 2.90 -4.75
H -5.17 5.37 -4.71
H -3.33 6.54 -3.54
H -1.55 5.24 -2.43
H -1.70 3.35 0.30
H -0.57 4.86 1.88
H 1.63 5.85 1.28
H 2.66 5.32 -0.90
H 1.53 3.81 -2.47
O -1.68 -0.35 -3.22
P -1.43 -1.93 -2.89
O -1.07 -2.67 -4.11
O -0.58 -2.04 -1.65
O -2.99 -2.34 -2.45
P -3.87 -1.53 -1.36
O -3.39 -2.24 0.05
O -5.30 -1.83 -1.58
O -3.39 -0.11 -1.27
H -2.33 -0.21 -2.47
H -3.68 -3.16 -0.04
N 4.65 -0.10 1.38
C 3.51 0.31 0.73
N 2.58 0.71 1.53
C 3.09 0.55 2.80
C 2.50 0.79 4.04
C 3.24 0.50 5.17
C 4.54 -0.02 5.08
C 5.14 -0.27 3.86
C 4.40 0.02 2.73
H 5.44 -0.55 0.96
H 3.43 0.28 -0.35
H 1.49 1.18 4.08
H 2.81 0.67 6.15
H 5.08 -0.24 6.00
H 6.14 -0.69 3.80
F -4.84 -2.54 3.26
C -5.14 -1.26 2.94
C -4.19 -0.46 2.43
N -4.43 0.84 2.09
C -3.33 1.66 1.58
C -2.06 1.49 2.52
O -2.23 1.80 3.71
O -1.04 1.04 1.95
C -5.68 1.39 2.24
O -5.97 2.54 1.95
N -6.63 0.52 2.76
C -6.49 -0.81 3.15
O -7.43 -1.43 3.60
H -3.18 -0.82 2.28
H -3.66 2.69 1.60
H -3.09 1.36 0.56
H -7.55 0.91 2.84
*
```

Properties
Kohn-Sham gap ... 7.03 eV
HOMO energy ... -3.657 eV
Energy above the lowest of the compared OMol25 structures with the same formula, charge and spin ... 1.6482 eV
Lowest unoccupied orbital energy ... 3.376 eV

# 4
Density functional theory data (ωB97M-V/def2-TZVPD) for a molecular structure, C37H38FN9O3S6SeTi at a distorted geometry.

Geometry as ORCA input:
```
! RIJCOSX wB97M-V def2-TZVPD def2/J DEFGRID3
* xyz 0 3
Ti 2.05 -0.91 1.39
C 4.23 1.18 4.35
C 3.21 0.71 3.36
N 3.10 -0.57 3.00
N 3.90 -1.48 3.58
C 4.00 -2.63 2.99
N 4.65 -3.65 3.63
S 3.38 -2.99 1.41
C 2.35 1.59 2.68
C 2.30 2.99 2.88
C 1.42 3.75 2.16
C 0.55 3.12 1.26
C 0.63 1.76 1.10
N 1.51 0.99 1.76
H 4.73 0.32 4.79
H 3.78 1.79 5.13
H 4.97 1.79 3.84
H 5.24 -3.37 4.39
H 4.98 -4.40 3.05
H 2.97 3.45 3.59
H 1.39 4.83 2.29
H -0.17 3.69 0.69
H -0.04 1.24 0.42
F 1.55 2.44 -4.10
C 0.68 1.48 -3.69
C 0.97 0.81 -2.52
C 0.14 -0.22 -2.08
C 0.45 -0.92 -0.87
O 1.57 -0.68 -0.28
C -0.50 -1.86 -0.39
C -1.55 -2.22 -1.19
N -1.78 -1.64 -2.42
C -2.71 -2.20 -3.35
C -3.82 -3.11 -2.95
C -4.14 -1.71 -3.39
C -1.01 -0.57 -2.83
C -1.32 0.18 -3.96
C -0.48 1.22 -4.41
N -0.88 1.98 -5.53
C -1.48 1.37 -6.68
C -2.70 2.20 -7.08
N -2.24 3.59 -7.38
C -1.54 4.19 -6.21
C -0.37 3.29 -5.81
C -0.35 -2.45 1.00
O -1.13 -3.32 1.36
O 0.59 -1.94 1.73
H 1.86 1.05 -1.95
H -2.24 -2.97 -0.86
H -2.24 -2.42 -4.30
H -3.97 -3.35 -1.91
H -4.04 -3.93 -3.61
H -4.43 -1.01 -2.62
H -4.62 -1.55 -4.34
H -2.23 -0.03 -4.49
H -1.78 0.36 -6.44
H -0.78 1.33 -7.54
H -3.40 2.25 -6.24
H -3.20 1.79 -7.96
H -3.03 4.18 -7.67
H -1.56 3.53 -8.15
H -2.25 4.26 -5.38
H -1.20 5.20 -6.48
H 0.10 3.72 -4.93
H 0.38 3.29 -6.62
C -3.62 0.20 3.89
N -2.90 -0.06 5.10
C -1.55 -0.25 5.18
Se -0.35 -0.13 3.83
N -1.26 -0.53 6.48
C -2.40 -0.50 7.24
C -2.64 -0.69 8.59
C -3.95 -0.56 9.04
C -4.98 -0.25 8.16
C -4.76 -0.06 6.81
C -3.46 -0.19 6.36
H -2.92 0.09 3.06
H -4.03 1.21 3.89
H -4.44 -0.52 3.77
H -0.33 -0.76 6.78
H -1.83 -0.92 9.28
H -4.16 -0.70 10.08
H -5.99 -0.16 8.55
H -5.57 0.20 6.14
C 2.79 -3.48 -1.94
S 3.00 -1.76 -2.51
C 4.64 -1.43 -1.96
C 5.06 -0.68 -0.91
S 4.22 0.20 0.28
S 6.83 -0.53 -0.82
C 7.25 -1.41 -2.26
S 8.77 -1.60 -2.83
S 5.86 -2.09 -3.04
H 1.92 -3.89 -2.45
H 2.63 -3.49 -0.86
H 3.68 -4.05 -2.19
*
```

Properties
Kohn-Sham gap (spin up / spin down) ... 3.10 / 4.14 eV
HOMO energy (spin up / spin down) ... -4.756 / -5.818 eV
Energy above the lowest of the compared OMol25 structures with the same formula, charge and spin ... 3.5608 eV
Lowest unoccupied orbital energy (spin up / spin down) ... -1.657 / -1.675 eV